Record 1
The following is a DFT calculation (ωB97M-V/def2-TZVPD) of 2 unconnected molecules or ions with the total composition C9H10N2O at a distorted geometry.

Highest occupied orbital energy (spin up / spin down) in eV: -6.0 / -7.4
Total charge: 0
Relative energy (zero: lowest compared OMol25 entry of this formula, charge and spin) in kcal per mole: 135.7
Maximum force in Eh/bohr: 0.0863
HOMO-LUMO gap (spin up / spin down) in eV: 6.3912 / 7.7140

Last column: Mulliken charge in e.
Atoms and positions in Å:
1 C -1.219 -1.837 -1.275  0.124
2 C 3.222 -0.310 -0.561  -0.611
3 C 2.751 -0.670 0.747  -0.459
4 C 2.303 0.359 -1.385  -0.297
5 C 1.432 -0.465 1.193  -0.916
6 C 0.988 0.510 -1.031  -0.550
7 C 0.626 0.181 0.268  1.092
8 C -2.928 0.961 -0.358  -0.708
9 C -0.777 0.321 0.590  0.294
10 N -2.069 -1.969 -0.507  -0.363
11 N -1.399 -0.123 1.692  -0.491
12 O -1.566 0.900 -0.299  -0.277
13 H 4.274 -0.277 -0.897  0.333
14 H 3.388 -1.413 1.300  0.300
15 H 2.700 0.765 -2.347  0.317
16 H 1.339 -0.653 2.220  0.312
17 H 0.232 0.948 -1.733  0.378
18 H -3.534 0.466 0.313  0.467
19 H -0.458 -1.727 -2.016  0.330
20 H -3.309 1.024 -1.512  0.223
21 H -2.309 -0.589 1.404  0.275
22 H -0.876 -0.728 2.305  0.225

***

Record 2
The following is a DFT calculation (ωB97M-V/def2-TZVPD) of C9H10N2O2S in the gas phase at a distorted geometry.

Highest occupied orbital energy in eV: -9.0
Total charge: 0
Relative energy (zero: lowest compared OMol25 entry of this formula, charge and spin) in kcal per mole: 22.8
Maximum force in Eh/bohr: 0.0603
SMILES: NC(=O)[C@@](O)(C(N)=S)c1ccccc1
HOMO-LUMO gap in eV: 9.2916

Last column: Mulliken charge in e.
Atoms and positions in Å:
1 C 2.386 0.254 -1.939  -0.360
2 C 2.632 -0.158 -0.631  -0.577
3 C 1.081 0.360 -2.323  -0.525
4 C 1.676 -0.313 0.327  -0.616
5 C 0.070 0.198 -1.389  -0.033
6 C 0.340 -0.090 -0.052  0.062
7 C -1.558 0.869 1.327  0.309
8 C -1.612 -1.532 0.376  0.033
9 C -0.683 -0.358 1.022  1.251
10 N -1.406 1.218 2.639  -0.373
11 N -2.655 -1.271 -0.419  -0.302
12 O -2.310 1.419 0.495  -0.687
13 O -0.115 -0.857 2.173  -0.727
14 S -1.198 -3.085 0.807  -0.427
15 H 3.317 0.471 -2.577  0.290
16 H 3.655 -0.269 -0.471  0.400
17 H 0.751 0.589 -3.383  0.284
18 H 1.735 -0.700 1.375  0.411
19 H -1.052 0.388 -1.533  0.206
20 H -0.792 0.597 3.171  0.231
21 H -2.010 1.928 3.078  0.259
22 H -3.219 -0.444 -0.369  0.250
23 H -3.015 -2.075 -1.069  0.263
24 H 0.051 -1.814 1.964  0.379

***

Record 3
The following is a DFT calculation (ωB97M-V/def2-TZVPD) of C9H10N2OS in the gas phase.

Highest occupied orbital energy in eV: -8.4
Total charge: 0
Relative energy (zero: lowest compared OMol25 entry of this formula, charge and spin) in kcal per mole: 1.4
Maximum force in Eh/bohr: 0.0170
SMILES: NCCSc1nc2ccccc2o1
HOMO-LUMO gap in eV: 9.2572

Last column: Mulliken charge in e.
Atoms and positions in Å:
1 C 4.185 0.560 -0.219  -0.767
2 C 2.676 0.673 -0.521  -0.427
3 C 0.229 -0.381 -0.182  0.514
4 C -1.600 0.677 -0.061  0.474
5 C -2.641 1.604 -0.025  -0.669
6 C -3.931 1.104 0.139  -0.483
7 C -4.180 -0.276 0.248  -0.333
8 C -3.148 -1.212 0.212  -1.003
9 C -1.877 -0.684 0.078  0.872
10 H 4.192 -0.612 1.471  0.271
11 H 4.246 0.989 1.784  0.245
12 H 4.630 -0.200 -0.886  0.331
13 H 4.648 1.520 -0.529  0.368
14 H 2.504 1.026 -1.550  0.335
15 H 2.206 1.395 0.154  0.364
16 H -2.459 2.660 -0.107  0.439
17 H -4.778 1.801 0.123  0.345
18 H -5.208 -0.599 0.360  0.367
19 H -3.358 -2.278 0.293  0.401
20 N 4.593 0.280 1.150  -0.556
21 N -0.218 0.841 -0.217  -0.539
22 O -0.690 -1.362 -0.017  -0.370
23 S 1.875 -0.940 -0.345  -0.177

***

Record 4
The following is a DFT calculation (ωB97M-V/def2-TZVPD) of C9H10N2S in the gas phase at a distorted geometry.

Highest occupied orbital energy in eV: -9.7
Total charge: 0
Relative energy (zero: lowest compared OMol25 entry of this formula, charge and spin) in kcal per mole: 115.3
Maximum force in Eh/bohr: 0.0832
SMILES: C=C=C(C#N)C(C)(C)[C@@H](S)C#N
HOMO-LUMO gap in eV: 10.1539

Last column: Mulliken charge in e.
Atoms and positions in Å:
1 C -0.861 -1.936 1.162  0.058
2 C 1.574 0.210 1.973  0.415
3 C -0.058 -1.444 0.083  0.246
4 C 0.286 0.850 1.513  -0.451
5 C 0.783 -2.310 -0.358  0.082
6 C 1.656 -3.179 -0.743  -0.799
7 C -1.312 0.667 -0.737  -1.348
8 C 1.453 0.446 -0.771  -1.539
9 C 0.000 0.152 0.022  1.030
10 N -1.557 -2.453 1.936  -0.583
11 N 2.572 -0.288 2.171  -0.463
12 S -1.094 0.727 2.897  -0.138
13 H 2.500 -3.072 -0.071  0.272
14 H -1.020 -0.648 2.679  0.113
15 H 1.552 -3.930 -1.483  0.299
16 H -1.624 -0.118 -1.495  0.332
17 H -1.348 1.586 -1.344  0.342
18 H -1.962 0.975 0.122  0.366
19 H 1.358 1.460 -1.141  0.367
20 H 1.638 -0.262 -1.517  0.472
21 H 2.091 0.288 0.079  0.465
22 H 0.228 1.929 1.175  0.458

***

Record 5
The following is a DFT calculation (ωB97M-V/def2-TZVPD) of a molecular structure, C9H10N5OOsS at a distorted geometry.

Highest occupied orbital energy in eV: -20.4
Total charge: +3
Relative energy (zero: lowest compared OMol25 entry of this formula, charge and spin) in kcal per mole: 0.0
Maximum force in Eh/bohr: 0.0290
HOMO-LUMO gap in eV: 6.9757

Last column: Mulliken charge in e.
Atoms and positions in Å:
1 Os 0.696 -0.065 0.325  0.976
2 C -2.167 1.334 3.226  -1.409
3 C -1.178 1.127 2.147  0.723
4 N -0.854 -0.005 1.594  -0.085
5 N -1.489 -1.202 1.886  -0.407
6 C -1.291 -2.220 1.037  0.751
7 N -1.891 -3.365 1.161  -0.286
8 S -0.186 -1.944 -0.357  -0.007
9 C -0.480 2.267 1.502  0.734
10 C -0.708 3.577 1.819  -0.431
11 C -0.055 4.584 1.077  -0.455
12 C 0.786 4.232 0.042  -0.618
13 C 0.983 2.883 -0.236  0.006
14 N 0.381 1.926 0.484  -0.224
15 H -2.573 0.425 3.664  0.409
16 H -3.002 1.931 2.847  0.425
17 H -1.695 1.901 4.033  0.423
18 H -2.159 -1.222 2.648  0.161
19 H -2.546 -3.577 1.909  0.255
20 H -1.725 -4.112 0.492  0.253
21 H -1.389 3.848 2.614  0.436
22 H -0.225 5.626 1.320  0.481
23 H 1.297 4.976 -0.555  0.452
24 H 1.643 2.556 -1.031  0.445
25 O 4.170 -1.499 2.044  -0.102
26 C 3.301 -0.971 1.546  0.788
27 N 2.343 -0.398 0.992  -0.693

***

Record 6
The following is a DFT calculation (ωB97M-V/def2-TZVPD) of C9H10NOP in the gas phase at a distorted geometry.

Highest occupied orbital energy (spin up / spin down) in eV: -5.8 / -8.4
Total charge: 0
Relative energy (zero: lowest compared OMol25 entry of this formula, charge and spin) in kcal per mole: 47.9
Maximum force in Eh/bohr: 0.0410
HOMO-LUMO gap (spin up / spin down) in eV: 6.7181 / 7.0332
2S+1: 3

Last column: Mulliken charge in e.
Atoms and positions in Å:
1 C 3.610 -0.274 0.173  -0.412
2 C 2.671 -1.168 0.663  -0.582
3 C 3.206 0.759 -0.658  -0.531
4 C 1.336 -1.039 0.329  -0.187
5 C 1.876 0.884 -1.007  -0.624
6 C 0.922 -0.014 -0.521  0.567
7 C -3.332 0.930 0.412  -0.020
8 C -3.651 -0.288 -0.096  -0.188
9 C -2.084 1.296 0.954  -1.020
10 N -1.447 -1.147 -0.408  -0.188
11 O -2.840 -1.332 -0.368  -0.362
12 P -0.775 0.283 -1.079  -0.011
13 H 4.651 -0.380 0.441  0.366
14 H 2.980 -1.975 1.312  0.355
15 H 3.932 1.467 -1.035  0.365
16 H 0.615 -1.729 0.738  0.434
17 H 1.556 1.680 -1.665  0.311
18 H -4.100 1.689 0.336  0.277
19 H -4.651 -0.539 -0.415  0.373
20 H -1.883 2.335 1.147  0.331
21 H -1.507 0.584 1.519  0.446
22 H -1.086 -2.023 -0.774  0.301

***

Record 7
The following is a DFT calculation (ωB97M-V/def2-TZVPD) of C9H10O3 in the gas phase at a distorted geometry.

Highest occupied orbital energy (spin up / spin down) in eV: -7.2 / -6.6
Total charge: 0
Relative energy (zero: lowest compared OMol25 entry of this formula, charge and spin) in kcal per mole: 100.4
Maximum force in Eh/bohr: 0.0574
HOMO-LUMO gap (spin up / spin down) in eV: 7.7377 / 6.4704

Last column: Mulliken charge in e.
Atoms and positions in Å:
1 C 3.504 0.440 0.290  -0.503
2 C 3.151 -0.940 0.131  -0.333
3 C 2.573 1.436 0.042  -0.377
4 C 1.862 -1.336 -0.173  -0.517
5 C 1.251 1.052 -0.228  -0.539
6 C 0.912 -0.345 -0.277  0.733
7 C -0.439 -0.769 -0.643  0.045
8 C -2.649 0.195 0.178  0.443
9 C -3.474 1.412 0.097  -1.143
10 O -1.448 0.143 -0.420  -0.127
11 O -0.864 -2.108 -0.218  -0.588
12 O -3.393 -0.951 0.187  -0.494
13 H 4.581 0.622 0.430  0.331
14 H 3.912 -1.754 0.331  0.284
15 H 2.669 2.587 0.185  0.248
16 H 1.633 -2.408 -0.361  0.410
17 H 0.406 1.703 -0.295  0.410
18 H -3.927 1.360 -0.836  0.284
19 H -2.936 2.296 0.375  0.347
20 H -4.209 1.409 0.857  0.405
21 H -0.306 -2.402 0.571  0.305
22 H -2.811 -1.643 -0.224  0.377

***

Record 8
The following is a DFT calculation (ωB97M-V/def2-TZVPD) of a molecular structure, C9H10OS at a distorted geometry.

Highest occupied orbital energy in eV: -9.1
Total charge: 0
Relative energy (zero: lowest compared OMol25 entry of this formula, charge and spin) in kcal per mole: 29.1
Maximum force in Eh/bohr: 0.1365
HOMO-LUMO gap in eV: 9.1623

Last column: Mulliken charge in e.
Atoms and positions in Å:
1 C -2.533 0.752 0.855  -1.004
2 C -3.643 -0.113 0.936  -0.212
3 C -1.507 0.054 0.214  0.558
4 C -1.805 -1.282 -0.076  0.307
5 C -0.711 -2.125 -0.578  0.416
6 C -0.107 0.446 0.038  -0.673
7 C 0.594 -1.314 -0.506  0.102
8 C 0.653 0.806 1.425  -1.079
9 C 1.254 -1.253 -1.857  -1.274
10 O -0.797 -3.326 -0.783  -0.635
11 S -3.399 -1.672 0.274  -0.188
12 H -2.547 1.632 1.415  0.423
13 H -4.556 0.161 1.435  0.444
14 H -0.027 1.100 -0.694  0.608
15 H 1.238 -1.649 0.333  0.348
16 H 0.677 -0.186 1.852  0.374
17 H -0.005 1.472 2.040  0.314
18 H 1.742 1.271 1.338  0.245
19 H 0.574 -0.672 -2.549  0.329
20 H 1.654 -2.172 -2.384  0.328
21 H 2.290 -0.591 -2.019  0.269

***

Record 9
The following is a DFT calculation (ωB97M-V/def2-TZVPD) of C9H10OS in the gas phase at a distorted geometry.

Highest occupied orbital energy in eV: -8.2
Total charge: 0
Relative energy (zero: lowest compared OMol25 entry of this formula, charge and spin) in kcal per mole: 33.6
Maximum force in Eh/bohr: 0.0940
SMILES: OC1(Sc2ccccc2)CC1
HOMO-LUMO gap in eV: 9.0269

Last column: Mulliken charge in e.
Atoms and positions in Å:
1 C 3.504 -0.435 -0.418  -0.358
2 C 2.453 -1.217 0.031  -0.401
3 C 3.300 0.898 -0.597  -0.254
4 C 1.208 -0.669 0.254  -0.230
5 C 2.099 1.449 -0.383  -0.587
6 C 1.010 0.662 -0.014  0.738
7 C -2.706 -0.204 0.729  -0.384
8 C -3.145 0.731 -0.275  -0.758
9 C -1.824 0.165 -0.415  0.274
10 O -1.396 -0.544 -1.500  -0.493
11 S -0.530 1.582 0.201  -0.200
12 H 4.544 -0.874 -0.623  0.262
13 H 2.786 -2.315 0.212  0.222
14 H 4.260 1.452 -0.940  0.212
15 H 0.299 -1.288 0.366  0.291
16 H 1.998 2.529 -0.713  0.235
17 H -2.351 0.209 1.770  0.200
18 H -3.309 -1.058 0.959  0.331
19 H -4.042 0.462 -0.761  0.322
20 H -3.204 1.795 -0.003  0.218
21 H -1.724 -0.001 -2.239  0.361

***

Record 10
The following is a DFT calculation (ωB97M-V/def2-TZVPD) of 2 unconnected molecules or ions with the total composition C9H11BrIN at a distorted geometry.

Highest occupied orbital energy (spin up / spin down) in eV: -9.3 / -7.3
Total charge: 0
Relative energy (zero: lowest compared OMol25 entry of this formula, charge and spin) in kcal per mole: 18.0
Maximum force in Eh/bohr: 0.0954
HOMO-LUMO gap (spin up / spin down) in eV: 8.3232 / 4.2359

Last column: Mulliken charge in e.
Atoms and positions in Å:
1 C 1.435 1.404 0.377  -0.744
2 C 1.652 0.124 -0.147  -0.907
3 C 0.112 1.814 0.603  -0.466
4 C 0.844 -1.023 0.130  0.660
5 C 1.489 -2.310 -0.002  -0.470
6 C -0.389 -0.826 0.940  -0.304
7 C -0.841 0.594 1.004  -0.398
8 C -0.888 1.042 -1.604  -1.364
9 C -1.147 1.409 -0.204  0.860
10 N 0.823 -3.339 0.183  -0.573
11 Br -2.460 2.776 -0.119  -0.046
12 I -3.832 -0.880 -0.188  0.029
13 H 2.098 2.266 0.325  0.414
14 H 2.717 -0.082 -0.534  0.200
15 H -0.084 2.712 1.145  0.557
16 H 2.529 -2.307 -0.259  0.395
17 H -1.141 -1.437 0.415  -0.102
18 H -0.405 -1.282 1.926  0.431
19 H -1.661 0.835 1.647  0.515
20 H 0.084 0.402 -1.621  0.279
21 H -0.703 1.892 -2.196  0.474
22 H -1.676 0.463 -2.049  0.295
23 H 1.443 -4.249 0.228  0.264